Record 1
DFT (ωB97M-V/def2-TZVPD) results for a single C3H7NO3 molecule.

The geometry in XYZ format:
```
14
Properties=species:S:1:pos:R:3
H 1.68 0.65 0.96
N 1.78 -0.23 0.46
C 1.32 -0.17 -0.74
C 0.24 0.78 -1.17
O -0.89 -0.02 -0.96
C -1.20 -0.64 0.64
O -0.35 -1.53 1.04
O -1.20 0.49 1.42
H 1.38 -1.08 -1.33
H 0.25 1.70 -0.56
H 0.30 1.04 -2.23
H -2.18 -1.03 0.37
H 0.71 -1.08 1.04
H -1.85 1.11 1.06
```

Summary:
- HOMO-LUMO gap: 0.386 Ha
- Lowest unoccupied orbital energy: 0.4889 eV
- 2S+1: 1
- Structure (SMILES): [H]/N=C\COC(O)O

Record 2
DFT (ωB97M-V/def2-TZVPD) results for a molecular structure, C29H21N7SZr.

The geometry in XYZ format:
```
59
Properties=species:S:1:pos:R:3
Zr -0.07 0.44 0.59
N 0.83 3.49 2.80
C 0.78 2.21 2.45
S -0.58 1.24 2.98
N 1.74 1.79 1.60
N 1.80 0.41 1.45
C 2.10 -0.45 2.39
C 2.82 -0.17 3.60
C 2.56 -0.90 4.78
C 3.25 -0.60 5.94
C 4.21 0.41 5.93
C 4.48 1.13 4.77
C 3.78 0.86 3.62
C 1.52 -1.79 2.09
C 2.12 -2.98 2.44
C 1.48 -4.17 2.11
C 0.27 -4.12 1.44
C -0.26 -2.88 1.10
N 0.34 -1.73 1.41
H 0.10 3.89 3.38
H 1.64 4.05 2.56
H 1.80 -1.67 4.79
H 3.04 -1.14 6.84
H 4.76 0.63 6.84
H 5.24 1.89 4.78
H 3.99 1.41 2.71
H 3.07 -2.98 2.95
H 1.93 -5.12 2.36
H -0.26 -5.02 1.17
H -1.19 -2.82 0.55
N -5.69 -0.24 -7.87
C -5.00 -0.10 -6.96
C -4.15 0.07 -5.83
C -3.13 1.02 -5.87
C -2.30 1.18 -4.77
C -2.48 0.39 -3.64
C -3.50 -0.56 -3.61
C -4.33 -0.72 -4.70
C -1.58 0.55 -2.47
C -0.64 -0.48 -2.26
C -0.40 -1.56 -3.14
C 0.73 -2.22 -2.68
C 1.17 -1.53 -1.57
N 0.36 -0.48 -1.28
C -1.70 1.72 -1.72
C -2.51 2.84 -2.01
C -2.23 3.81 -1.07
C -1.30 3.26 -0.20
N -0.95 2.01 -0.56
H -2.98 1.62 -6.76
H -1.51 1.92 -4.80
H -3.64 -1.17 -2.73
H -5.13 -1.45 -4.68
H -0.99 -1.80 -4.01
H 1.21 -3.08 -3.13
H 2.04 -1.73 -0.95
H -3.20 2.91 -2.84
H -2.65 4.80 -1.01
H -0.86 3.72 0.68
```

Summary:
- HOMO-LUMO gap: 0.229 Ha
- Lowest unoccupied orbital energy: -7.5941 eV
- 2S+1: 1
- Charge: +2

Record 3
DFT (ωB97M-V/def2-TZVPD) results for a single C4H7NOS molecule.

The geometry in XYZ format:
```
14
Properties=species:S:1:pos:R:3
C 1.67 0.49 -0.60
C 0.60 -0.26 -0.33
C 0.76 -1.20 1.29
C -1.45 1.49 -1.14
N -0.39 -1.84 1.55
O 1.82 -1.19 1.83
S -0.96 -0.32 -1.10
H 1.99 1.10 -1.48
H 2.46 0.42 0.08
H -1.81 1.74 -0.21
H -2.09 1.67 -1.90
H -0.67 2.07 -1.46
H -1.33 -1.57 1.31
H -0.59 -2.61 2.16
```

Summary:
- HOMO-LUMO gap (spin up / spin down): 0.215 / 0.250 Ha
- Expectation value of S²: 2.008
- Lowest unoccupied orbital energy (spin up / spin down): 0.6236 / -2.3752 eV
- 2S+1: 3

| no. | strongest force on any atom (eV/A) |
| --- | --- |
| 1 | 2.82 |
| 2 | 0.88 |
| 3 | 9.19 |